Record 1
ORCA calculation (the ωB97M-V functional and the def2-TZVPD basis) on C29H18AlCl64F13NOS as an isolated structure.

- Kohn-Sham gap (eV) = 6.42

```
! RIJCOSX wB97M-V def2-TZVPD def2/J DEFGRID3
* xyz -1 1
C -1.136 -2.516 2.965
C -1.527 -1.288 3.332
C -2.731 -0.581 2.826
Al -2.593 -0.239 0.829
C -0.672 -0.658 0.286
C -0.421 0.050 -1.025
C 1.004 0.037 -1.547
F 0.905 0.575 -2.809
F 1.411 -1.234 -1.722
C 2.051 0.963 -0.796
F 1.366 1.827 -0.046
F 2.704 1.714 -1.695
S 3.401 0.140 0.282
F 4.414 1.302 -0.149
F 3.895 -0.696 -0.958
F 2.471 -0.998 0.804
F 3.040 1.031 1.546
F 4.640 -0.475 1.105
C -2.990 1.752 0.535
C -2.088 2.559 1.389
O -1.084 2.088 1.875
N -2.438 3.956 1.694
C -2.465 4.052 3.154
C -1.406 4.827 1.118
C -3.973 -1.491 -0.056
F -3.752 -1.763 -1.384
F -4.052 -2.666 0.677
C -5.371 -0.856 0.027
F -6.234 -1.351 -0.908
F -5.909 -1.091 1.250
H -1.882 -3.237 2.652
H -0.092 -2.790 2.938
H -0.928 -0.766 4.060
H -3.632 -1.164 3.047
H -2.792 0.395 3.314
H -0.583 -1.736 0.188
H -0.081 -0.274 1.109
H -0.827 1.057 -1.040
H -0.957 -0.512 -1.790
H -4.019 1.950 0.854
H -2.932 2.080 -0.505
H -1.464 4.031 3.588
H -2.992 3.193 3.561
H -2.942 4.972 3.478
H -1.802 5.829 1.024
H -0.531 4.824 1.776
H -1.075 4.429 0.165
H -5.337 0.225 -0.100
C -7.794 -4.963 -0.769
Cl -7.720 -6.727 -0.628
Cl -6.261 -4.260 -0.290
Cl -8.146 -4.526 -2.452
Cl -9.083 -4.348 0.274
C 2.644 0.208 7.812
Cl 2.531 -1.552 7.920
Cl 4.340 0.696 7.803
Cl 1.866 0.743 6.336
Cl 1.834 0.932 9.210
C -4.450 5.945 -1.741
Cl -4.195 7.678 -1.461
Cl -3.709 5.023 -0.433
Cl -6.189 5.616 -1.799
Cl -3.718 5.491 -3.289
C 4.752 4.320 -3.681
Cl 5.759 3.970 -5.096
Cl 4.913 3.021 -2.505
Cl 5.277 5.846 -2.954
Cl 3.064 4.455 -4.180
C -4.291 8.456 4.025
Cl -2.936 9.228 4.849
Cl -5.402 7.787 5.230
Cl -5.147 9.640 3.029
Cl -3.675 7.152 3.012
C 6.301 -0.874 4.592
Cl 6.877 -1.685 3.125
Cl 7.650 -0.773 5.735
Cl 5.753 0.759 4.181
Cl 4.990 -1.745 5.365
C -4.457 -3.415 5.864
Cl -4.544 -5.185 5.914
Cl -2.903 -2.889 6.508
Cl -4.639 -2.859 4.204
Cl -5.759 -2.739 6.859
C -9.599 -9.431 -2.820
Cl -10.417 -10.479 -3.991
Cl -9.244 -7.879 -3.567
Cl -10.646 -9.191 -1.417
Cl -8.090 -10.193 -2.304
C 7.797 0.014 -0.563
Cl 6.577 -0.080 -1.834
Cl 8.461 -1.601 -0.267
Cl 9.089 1.102 -1.096
Cl 7.082 0.633 0.922
C 10.051 4.376 -3.954
Cl 10.447 6.060 -3.606
Cl 11.036 3.286 -2.948
Cl 8.345 4.092 -3.609
Cl 10.377 4.037 -5.657
C -0.895 7.738 8.145
Cl 0.200 7.368 6.810
Cl -0.654 6.567 9.446
Cl -0.560 9.367 8.748
Cl -2.561 7.657 7.571
C -7.829 -7.308 -7.356
Cl -8.444 -8.771 -6.585
Cl -8.875 -6.870 -8.713
Cl -7.806 -5.985 -6.181
Cl -6.190 -7.586 -7.947
C 2.414 -4.561 -3.009
Cl 3.161 -3.200 -2.179
Cl 0.932 -5.018 -2.166
Cl 2.027 -4.097 -4.672
Cl 3.529 -5.938 -3.029
C -4.138 -4.450 -10.110
Cl -5.137 -4.712 -8.682
Cl -4.019 -5.960 -11.025
Cl -4.872 -3.204 -11.128
Cl -2.523 -3.932 -9.618
C 6.321 -8.898 -3.085
Cl 6.838 -7.362 -2.387
Cl 6.852 -8.990 -4.768
Cl 7.034 -10.231 -2.169
Cl 4.560 -9.013 -3.018
C 14.049 6.544 -1.535
Cl 14.585 6.094 0.088
Cl 12.915 5.338 -2.144
Cl 13.249 8.122 -1.471
Cl 15.449 6.640 -2.611
*
```


Record 2
ORCA calculation (the ωB97M-V functional and the def2-TZVPD basis) on C29H18Co2NO7P as an isolated structure.

- ΔE to the lowest compared entry with this formula, charge and spin (kJ/mol) = 177.0
- Kohn-Sham gap (eV) = 2.71

```
! RIJCOSX wB97M-V def2-TZVPD def2/J DEFGRID3
* xyz -2 1
C -1.330 3.251 -1.960
C 0.045 3.412 -1.789
C 0.870 2.319 -1.519
C 0.294 1.042 -1.440
P 1.304 -0.447 -1.170
C 2.780 -0.061 -2.182
C 4.094 0.131 -1.718
C 5.094 0.542 -2.621
C 4.816 0.744 -3.974
C 3.512 0.529 -4.437
C 2.511 0.119 -3.555
C 1.728 -0.414 0.629
C 2.712 -1.505 0.752
N 3.561 -2.308 0.829
O 0.667 -1.733 -1.574
C -1.083 0.862 -1.610
C -1.883 1.975 -1.864
H -1.967 4.111 -2.173
H 0.495 4.396 -1.879
H 1.954 2.451 -1.397
H 4.345 -0.055 -0.667
H 6.109 0.696 -2.252
H 5.597 1.069 -4.665
H 3.270 0.668 -5.489
H 1.493 -0.056 -3.926
H 2.222 0.587 0.670
H -1.503 -0.150 -1.547
H -2.950 1.823 -1.987
O -2.954 -5.365 1.098
C -2.684 -4.272 1.442
Co -1.085 -3.119 1.289
C 0.141 -4.366 1.189
O 1.045 -5.083 1.081
C -1.523 -2.830 -0.389
O -1.998 -2.706 -1.436
C -1.334 -1.901 2.587
C -0.398 -1.515 1.675
C 0.618 -0.451 1.713
C -0.074 0.919 1.897
C 0.714 1.991 2.339
C 0.199 3.285 2.323
C -1.120 3.489 1.872
C -1.937 2.408 1.527
C -1.401 1.117 1.536
Co -3.411 -2.663 2.329
C -4.817 -3.692 2.475
O -5.741 -4.375 2.585
C -3.928 -1.690 0.969
O -4.265 -1.065 0.054
C -4.062 -1.860 3.755
O -4.655 -1.356 4.608
H -1.277 -1.568 3.633
H 1.157 -0.559 2.682
H 1.724 1.784 2.706
H 0.823 4.123 2.666
H -1.517 4.509 1.806
H -2.987 2.552 1.256
H -2.012 0.259 1.249
*
```


Record 3
ORCA calculation (the ωB97M-V functional and the def2-TZVPD basis) on C29H18F5N2O3S4W as an isolated structure.

- ΔE to the lowest compared entry with this formula, charge and spin (kJ/mol) = 160.9
- Kohn-Sham gap (eV) = 5.84

```
! RIJCOSX wB97M-V def2-TZVPD def2/J DEFGRID3
* xyz 1 1
W -0.678 -0.571 -0.395
C 1.842 2.196 2.020
C 0.634 1.456 1.564
N 0.820 0.259 1.019
N 2.090 -0.231 1.125
C 2.296 -1.414 0.664
S 1.018 -2.309 -0.178
S 3.723 -2.311 0.901
C 4.798 -1.163 1.868
C 5.808 -0.519 0.977
C 6.916 -1.257 0.574
C 7.877 -0.693 -0.242
C 7.745 0.623 -0.655
C 6.636 1.357 -0.271
C 5.661 0.787 0.531
C -0.710 1.916 1.811
C -1.004 3.218 2.252
C -2.275 3.566 2.653
C -3.295 2.618 2.686
C -3.061 1.334 2.237
C -1.804 0.999 1.738
O -1.618 -0.168 1.105
H 2.514 2.332 1.170
H 2.377 1.575 2.740
H 1.613 3.157 2.462
H 5.277 -1.813 2.600
H 4.142 -0.453 2.362
H 7.017 -2.276 0.917
H 8.732 -1.280 -0.539
H 8.508 1.072 -1.273
H 6.531 2.383 -0.588
H 4.797 1.361 0.835
H -0.229 3.967 2.247
H -2.483 4.579 2.962
H -4.280 2.900 3.027
H -3.838 0.584 2.214
O -1.958 2.011 -0.743
C -1.892 1.308 -1.738
O -2.022 0.001 -1.596
C -1.390 1.666 -3.085
C -2.102 2.196 -4.146
C -1.484 2.307 -5.385
C -0.183 1.862 -5.559
C 0.536 1.333 -4.497
C -0.066 1.244 -3.255
S 0.841 0.720 -1.803
H -3.120 2.514 -3.991
H -2.030 2.732 -6.212
H 0.288 1.927 -6.528
H 1.546 0.981 -4.618
F 0.945 -5.913 -4.490
C 0.235 -5.193 -3.633
C 0.234 -3.801 -3.707
F 0.919 -3.157 -4.646
C -0.496 -3.086 -2.772
F -0.465 -1.705 -2.834
C -1.216 -3.670 -1.729
S -2.072 -2.716 -0.531
C -1.205 -5.071 -1.684
F -1.852 -5.704 -0.716
C -0.491 -5.820 -2.616
F -0.481 -7.142 -2.523
*
```


| no. | total energy (hartree) | F_max (eV/A) |
| --- | --- | --- |
| 1 | -32636.735039 | 1.79 |
| 2 | -4804.115044 | 6.96 |
| 3 | -3610.086411 | 2.97 |